(1)
# C35H44F3GdN6O2

A molecular structure, C35H44F3GdN6O2 (wB97M-V/def2-TZVPD, OMol25).

<S²>: 15.8964
Total charge: +2
E_LUMO (alpha / beta) in Eh: -0.23536 / -0.16711
Highest occupied orbital energy (alpha / beta) in eV: -12.949 / -13.003
Multiplicity: 8
Relative energy (zero: lowest compared OMol25 entry of this formula, charge and spin) in eV: 0.1900
Kohn-Sham gap (alpha / beta) in eV: 6.545 / 8.456

Each line ends with the Löwdin spin population.
Geometry (Å):
Gd -0.308580 -0.221157 0.192459  7.162
C 1.407876 1.036840 -2.513036  0.000
C 0.911621 2.323592 -1.869598  0.000
N 0.731193 2.185386 -0.407531  -0.013
C 1.957797 2.445706 0.367601  -0.001
C 2.816309 1.225971 0.618040  0.000
C 4.123561 1.377664 1.055196  -0.001
C 4.870114 0.243204 1.323872  0.001
C 4.300700 -1.005389 1.120591  0.000
C 2.994016 -1.073600 0.675093  0.000
C 2.311513 -2.396751 0.424328  0.000
N 1.266511 -2.246150 -0.601915  -0.013
C 1.841669 -2.022463 -1.944545  0.000
C 0.844039 -1.331576 -2.864199  0.000
N 0.408143 -0.029891 -2.319538  0.000
N 2.263915 0.024774 0.442363  -0.009
H 1.605164 1.212924 -3.574848  0.000
H 2.344768 0.737231 -2.046122  0.000
H 1.608060 3.133033 -2.105924  0.000
H -0.058263 2.585984 -2.298440  0.000
H 0.063218 2.893220 -0.123695  0.000
H 2.568559 3.213021 -0.117802  0.000
H 1.666283 2.838196 1.345430  0.000
H 4.544210 2.366500 1.181463  0.000
H 5.890038 0.329415 1.674202  0.000
H 4.867617 -1.909426 1.297553  0.000
H 3.059680 -3.144067 0.144505  0.000
H 1.839907 -2.730497 1.352954  0.000
H 0.726673 -3.104913 -0.627310  0.000
H 2.729163 -1.399822 -1.833307  0.000
H 2.163718 -2.959388 -2.406045  0.000
H 1.292279 -1.217197 -3.856298  0.000
H -0.044325 -1.955396 -2.961803  0.000
H -0.404791 0.242902 -2.866404  0.000
C -1.485555 2.890803 2.153221  0.000
C -2.659103 2.119482 1.587243  0.000
O -2.319298 1.574761 0.295921  -0.002
C -3.489998 1.291328 -0.490583  0.000
C -3.089665 1.027340 -1.926924  0.000
H -1.777436 3.313915 3.113964  0.000
H -1.215099 3.722729 1.498875  0.000
H -0.627298 2.236331 2.316928  0.000
H -3.516215 2.783937 1.465652  0.000
H -2.939452 1.302985 2.258498  0.000
H -4.151923 2.158587 -0.448084  0.000
H -4.018464 0.433367 -0.060966  0.000
H -2.522231 1.874206 -2.318283  0.000
H -3.984043 0.911165 -2.537813  0.000
H -2.507578 0.108535 -2.005056  0.000
C -4.980357 -5.199248 0.047047  0.000
N -3.955140 -4.410182 -0.615107  0.000
N -3.500127 -3.198876 -0.143439  0.000
C -2.376874 -2.850607 -0.833930  0.000
O -1.787575 -1.742226 -0.621276  -0.008
C -2.125306 -3.889920 -1.748798  0.000
C -3.117198 -4.834209 -1.574632  0.000
C -3.312961 -6.127679 -2.276548  0.000
C -4.249653 -2.370684 0.741318  0.000
C -5.567420 -2.050456 0.430403  0.000
C -6.299291 -1.254022 1.295923  0.000
C -5.708187 -0.757275 2.450448  0.000
C -4.380425 -1.046103 2.730569  0.000
C -3.645012 -1.861477 1.882845  0.000
H -5.282590 -4.711711 0.967248  0.000
H -4.584767 -6.183646 0.293300  0.000
H -5.855947 -5.318363 -0.589952  0.000
H -1.328759 -3.933315 -2.470338  0.000
H -2.578537 -6.227068 -3.070719  0.000
H -4.310674 -6.186589 -2.713034  0.000
H -3.199050 -6.971236 -1.593112  0.000
H -6.011629 -2.407623 -0.490841  0.000
H -7.328627 -1.017970 1.062819  0.000
H -6.285502 -0.146311 3.131364  0.000
H -3.915702 -0.652296 3.625277  0.000
H -2.612652 -2.098071 2.109045  0.000
F 0.047168 1.674375 9.705853  0.000
C 0.500645 0.455241 9.360203  0.000
F -0.162651 -0.449856 10.090976  0.000
F 1.797344 0.399873 9.713239  0.000
C 0.334064 0.224188 7.883558  0.002
C 0.984830 1.079864 7.003298  0.000
C 0.837816 0.904002 5.641647  0.002
C 0.035860 -0.129631 5.147963  0.001
C -0.600216 -0.989987 6.042946  0.002
C -0.451010 -0.814360 7.407931  0.000
C -0.133099 -0.289965 3.735899  -0.006
C -0.285502 -0.410127 2.532056  -0.114
H 1.605707 1.877339 7.390469  0.000
H 1.345600 1.563445 4.950075  0.000
H -1.207275 -1.801303 5.663551  0.000
H -0.940889 -1.482922 8.101854  0.000

Forces on the atoms, in the same order (eV/Å):
0.0352 0.1584 -0.1341
-0.0658 0.1532 0.1387
0.0449 -0.2091 -0.0704
0.0294 -0.1259 0.0874
0.0225 -0.0971 0.0490
-0.0228 0.0715 -0.0301
0.0038 -0.0422 -0.0013
-0.0366 0.0283 -0.0045
0.0139 0.0116 -0.0052
0.0292 -0.0458 -0.0109
-0.0321 0.0188 0.0558
-0.0327 0.1802 0.1715
-0.1718 0.1991 -0.0905
0.1137 -0.0960 0.1883
0.2004 0.0105 -0.3593
-0.2822 0.0224 0.0395
0.0161 0.0003 -0.0041
0.0269 -0.0546 -0.0534
-0.0360 0.0456 0.0179
0.0027 0.0326 0.0072
-0.1384 -0.0968 0.0236
-0.0040 0.0368 0.0401
-0.0470 0.0383 -0.0322
-0.0006 -0.0044 -0.0050
-0.0002 -0.0033 -0.0129
-0.0217 -0.0082 -0.0112
0.0033 -0.0082 0.0116
-0.0084 -0.0172 -0.0145
-0.1267 0.0279 0.0471
0.0308 -0.0302 0.0103
0.0377 -0.0197 0.0402
-0.0255 -0.0246 -0.0163
-0.0475 -0.0006 -0.0549
-0.0992 0.0246 0.0959
-0.1225 -0.0483 -0.1706
0.1865 0.0713 0.2494
0.2987 -0.2786 -0.1253
-0.0910 -0.0887 -0.1813
0.0270 0.0876 0.2223
0.0741 -0.0230 0.0443
-0.0053 0.0102 0.0083
0.0037 0.0353 0.0571
-0.0339 -0.0301 -0.0441
-0.0334 0.0096 -0.0605
0.0143 0.0225 0.0608
0.0138 0.0233 0.0197
-0.0083 -0.0228 -0.0417
0.0080 -0.0253 -0.0208
0.0022 -0.0350 -0.0621
-0.1661 -0.1470 0.1292
0.0781 -0.0019 -0.1793
0.0720 -0.1506 0.0903
-0.1842 -0.1614 -0.0346
0.3301 0.3688 0.1089
0.0867 0.0895 0.0376
0.0160 0.1613 0.0185
-0.0669 -0.0649 0.0595
-0.2175 0.1882 0.0902
0.0818 -0.0116 -0.1207
0.0038 0.0140 0.0224
-0.0373 0.0228 -0.0193
0.0127 -0.0055 0.0370
0.0805 -0.1272 -0.0609
0.0308 0.0702 0.0203
0.0387 0.0354 -0.0096
0.0338 0.0752 -0.0315
-0.0056 0.0027 -0.0092
-0.0060 -0.0209 -0.0054
0.0118 -0.0034 -0.0082
0.0136 0.0115 -0.0019
-0.0019 -0.0668 0.0262
-0.0015 0.0019 0.0144
0.0102 0.0149 -0.0080
0.0198 -0.0209 0.0068
-0.0204 -0.0335 0.0311
0.0444 -0.1015 0.0071
0.0304 0.0345 0.1038
0.0592 0.0739 -0.0196
-0.1081 0.0093 0.0027
-0.0342 -0.0649 -0.0930
0.0019 -0.0063 0.0248
0.0137 0.0126 -0.0156
0.0081 0.0239 0.1801
-0.0134 -0.0285 -0.0805
0.0257 0.0355 0.0475
-0.0120 -0.0563 -0.1148
0.0649 -0.0961 -0.2851
-0.0107 0.0075 -0.0175
-0.0153 0.0040 -0.0015
-0.0075 0.0124 -0.0001
-0.0055 0.0150 -0.0109

=====

(2)
# C2H3F2N3

A single C2H3F2N3 molecule in a non-equilibrium geometry (wB97M-V/def2-TZVPD, OMol25).

SMILES string: F[C@H]1N=NN[C@@H]1F
E_LUMO in Eh: 0.03329
Highest occupied orbital energy in eV: -10.009
Relative energy (zero: lowest compared OMol25 entry of this formula, charge and spin) in eV: 0.2084
Kohn-Sham gap in eV: 10.915

Each line ends with the natural charge from an NBO analysis.
Geometry (Å):
F 2.172756 0.291255 0.954158  -0.320
C 1.199351 -0.547616 0.539623  0.249
N 0.397554 -1.041263 1.696141  -0.229
N -0.760398 -0.601673 1.523568  0.045
N -1.053837 0.131412 0.504418  -0.442
C 0.034357 0.149932 -0.398635  0.274
F -0.304173 -0.512558 -1.477393  -0.321
H 1.509219 -1.412549 0.050318  0.166
H -1.966557 0.153272 0.046256  0.411
H 0.404393 1.176196 -0.558957  0.168

Forces on the atoms, in the same order (eV/Å):
0.0491 0.1052 -0.3808
-3.2818 0.6755 -0.0704
-0.3116 1.7000 -1.4764
-1.7802 -2.6454 3.8899
0.8483 1.4038 -2.0981
3.1625 1.7357 3.0490
0.0636 -1.1645 -2.2560
1.5304 -1.2552 -1.0196
0.0787 -0.2726 1.1655
-0.3590 -0.2825 -0.8031

=====

(3)
# CHCeLiO3

A molecular structure, CHCeLiO3 in a non-equilibrium geometry (wB97M-V/def2-TZVPD, OMol25).

<S²>: 0.7509
Total charge: +3
E_LUMO (alpha / beta) in Eh: -0.59332 / -0.56881
Highest occupied orbital energy (alpha / beta) in eV: -24.763 / -24.795
Multiplicity: 2
Kohn-Sham gap (alpha / beta) in eV: 8.619 / 9.317

Each line ends with the Löwdin spin population.
Geometry (Å):
O -3.958291 0.519814 -0.496102  -0.005
C -2.754916 0.411262 -0.310935  0.002
H -2.281191 -0.508127 0.041006  0.000
O -2.725571 1.547783 1.534538  -0.008
O -2.062578 0.996171 0.692729  -0.002
Li -1.796596 3.089610 1.882006  0.000
Ce -4.929111 1.840256 1.017912  1.013

Forces on the atoms, in the same order (eV/Å):
-0.7033 2.0070 0.4421
2.0062 -3.4610 2.6735
0.9921 -2.1405 -3.4464
-8.3828 6.6977 6.9388
5.9982 -3.8857 -7.6673
1.6509 0.8814 0.7287
-1.5613 -0.0989 0.3307

=====

(4)
# C32H31F5N4O4STeW

A molecular structure, C32H31F5N4O4STeW (wB97M-V/def2-TZVPD, OMol25).

E_LUMO in Eh: -0.03436
Highest occupied orbital energy in eV: -8.316
Relative energy (zero: lowest compared OMol25 entry of this formula, charge and spin) in eV: 0.0149
Kohn-Sham gap in eV: 7.381

Each line ends with the Mulliken charge.
Geometry (Å):
W -0.585543 -1.727472 0.434737  1.098
C -3.874170 1.110629 1.518434  -0.631
O -2.980962 2.040553 2.108022  -0.467
C -1.931071 1.565459 2.847463  0.040
C -1.717534 2.147712 4.079578  -0.360
C -0.596748 1.831994 4.849096  -0.761
C 0.331688 0.949025 4.354861  -0.849
C 0.132369 0.334291 3.109915  0.050
C 1.244215 -0.320365 2.485666  -0.852
N 1.195306 -0.899720 1.336659  1.114
N 2.398871 -1.157945 0.719216  -1.334
C 2.151231 -1.517527 -0.497522  0.501
O 0.926976 -1.575730 -0.954883  -0.367
C 3.248550 -1.828372 -1.430230  0.163
C 4.562515 -1.880289 -0.972921  -0.302
C 5.586767 -2.171353 -1.856699  -0.733
C 5.305405 -2.412877 -3.195938  -0.408
C 3.995421 -2.367901 -3.650252  -0.856
C 2.965286 -2.080133 -2.768132  -0.261
C -1.030871 0.593954 2.360418  1.195
O -1.236711 0.062445 1.169229  0.358
H -4.798438 1.652776 1.330289  0.325
H -4.086357 0.286779 2.208646  0.301
H -3.480151 0.724070 0.577742  0.075
H -2.441204 2.875077 4.424519  0.484
H -0.453617 2.302396 5.811810  0.419
H 1.237419 0.728285 4.905489  0.482
H 2.229345 -0.218114 2.931031  0.603
H 4.762185 -1.702367 0.074572  0.452
H 6.607637 -2.217930 -1.500687  0.396
H 6.108993 -2.643145 -3.883739  0.390
H 3.774484 -2.564234 -4.691341  0.407
H 1.937479 -2.055216 -3.104475  0.457
C 1.216803 3.541778 1.482608  -1.604
C 0.553815 4.322896 0.346569  1.921
C 1.635636 5.136315 -0.375950  -1.830
C -0.486342 5.271067 0.960719  -1.636
C -0.157052 3.405480 -0.646724  -0.289
C -0.777212 3.960454 -1.782662  -0.103
C -1.433156 3.180890 -2.707891  -1.422
C -1.511681 1.810823 -2.473108  1.111
S -2.190877 0.575119 -3.489110  -0.480
C -1.734656 -0.605063 -2.319788  0.169
N -1.164472 -0.139852 -1.247350  0.768
C -0.961001 1.241161 -1.326674  -1.717
C -0.241315 2.044099 -0.437804  0.438
C -1.872709 -2.041869 -2.454861  1.320
C -2.428284 -2.647613 -3.579167  -0.705
C -2.465214 -4.027451 -3.651918  -0.805
C -1.939551 -4.773042 -2.604493  -0.850
C -1.386559 -4.158550 -1.485643  -0.066
C -1.339047 -2.771642 -1.386792  -0.584
H 1.731769 4.240602 2.144143  0.483
H 1.957321 2.830990 1.107774  0.355
H 0.484695 2.998517 2.084504  0.208
H 2.142721 5.793113 0.333530  0.457
H 1.218561 5.761380 -1.166049  0.326
H 2.381141 4.476696 -0.823894  0.402
H -0.007460 5.937516 1.681415  0.456
H -1.263247 4.703668 1.477830  0.243
H -0.967199 5.888147 0.199886  0.362
H -0.729774 5.028835 -1.947918  0.466
H -1.873918 3.619654 -3.593155  0.406
H 0.245477 1.592804 0.408193  0.141
H -2.815330 -2.043757 -4.392438  0.455
H -2.886540 -4.518117 -4.519051  0.399
H -1.950491 -5.854660 -2.656895  0.507
H -0.969961 -4.776668 -0.703533  0.557
N -2.799399 -2.061809 0.562763  -0.539
H -3.359837 -1.849031 -0.255781  0.336
H -3.105803 -1.527394 1.369940  0.218
H -2.911261 -3.051352 0.782436  0.406
F 1.141391 -3.246977 3.113248  -0.509
Te 0.825799 -4.807391 1.996496  1.150
F 0.381089 -5.854166 0.418681  -0.512
F -1.093742 -4.801849 2.358328  -0.505
F 2.422636 -4.306822 1.044661  -0.460
F -1.124891 -2.026326 2.282683  -0.780
O 0.120329 -3.335383 0.741673  0.209

Forces on the atoms, in the same order (eV/Å):
0.0689 0.3566 -0.0468
-0.0099 -0.0205 0.0047
0.0176 0.0115 0.0027
-0.0276 -0.0066 0.0158
0.0103 0.0044 0.0083
-0.0005 0.0019 -0.0010
0.0060 0.0022 -0.0071
-0.0218 -0.0309 0.0261
0.0466 -0.0091 -0.0634
-0.0404 -0.0069 0.0081
0.0234 0.0031 0.0691
-0.0015 -0.0582 0.0291
-0.0515 -0.0013 0.0124
0.0116 -0.0004 -0.0199
0.0043 0.0078 -0.0013
0.0031 -0.0056 -0.0026
-0.0032 0.0020 -0.0010
-0.0013 -0.0052 0.0043
-0.0077 0.0046 0.0060
-0.0151 -0.0128 -0.0133
0.0043 -0.0477 0.0447
-0.0048 -0.0005 0.0010
0.0028 0.0065 -0.0050
-0.0026 -0.0018 -0.0042
-0.0070 -0.0007 -0.0104
0.0021 -0.0024 0.0008
-0.0006 0.0017 0.0007
0.0025 0.0060 -0.0040
0.0006 -0.0007 -0.0017
-0.0003 0.0000 -0.0011
-0.0003 0.0002 -0.0012
0.0004 -0.0007 0.0012
0.0052 0.0043 0.0020
0.0086 0.0144 0.0103
0.0121 0.0046 0.0010
0.0001 -0.0073 -0.0013
-0.0066 -0.0002 0.0009
-0.0068 0.0051 0.0004
-0.0039 0.0026 0.0029
-0.0060 -0.0062 -0.0043
0.0263 -0.0272 -0.0270
-0.0251 0.0095 0.0268
0.0372 0.0165 0.0242
-0.0036 0.0223 -0.0745
-0.0125 0.0141 0.0049
-0.0094 0.0237 0.0082
-0.0003 0.0115 -0.0023
0.0080 -0.0051 0.0066
0.0088 -0.0003 -0.0051
-0.0074 -0.0070 -0.0162
0.0073 0.0122 0.0200
-0.0455 -0.0475 -0.0508
0.0036 -0.0009 -0.0018
0.0044 0.0029 -0.0002
0.0073 0.0146 -0.0123
0.0013 0.0012 0.0011
-0.0082 -0.0013 -0.0074
0.0008 0.0013 -0.0003
0.0018 -0.0020 -0.0021
0.0000 0.0002 -0.0014
0.0037 0.0001 0.0056
0.0080 0.0006 -0.0055
0.0067 0.0049 -0.0005
0.0039 -0.0096 -0.0232
-0.0017 0.0034 0.0031
-0.0065 0.0003 0.0033
0.0028 0.0009 0.0082
-0.0097 -0.0002 -0.0148
-0.0202 -0.1422 -0.0061
-0.0069 -0.0018 0.0110
0.0121 0.0084 0.0141
0.0176 0.0004 0.0085
-0.0345 -0.0249 0.0025
-0.0963 0.0407 -0.0375
0.0017 -0.0300 0.0134
0.0207 -0.0063 0.0303
0.0414 0.0115 -0.0220
-0.0054 -0.0036 0.0214
0.0564 -0.1052 0.0348